No. 1
76
Properties=species:S:1:pos:R:3:mulliken_charge:R:1 method="wB97M-V/def2-TZVPD" de_lowest_kj_mol=0.00 largest_force_ha_per_bohr=0.08020 smiles="CN1C(=O)[C@@H](Cc2ccccc2)N(/C=C/[C@H](c2ccc([N+](=O)[O-])cc2)c2n(C(C)(C)C)cc[n+]2C)C1(C)C" total_charge=+1
C -1.59 -2.33 -4.81 -1.01
N -0.98 -2.17 -3.52 0.23
C -0.13 -3.14 -3.06 0.14
O 0.10 -4.21 -3.61 -0.70
C 0.45 -2.64 -1.74 -0.01
C 1.97 -2.61 -1.75 -0.45
C 2.58 -3.99 -1.92 0.55
C 3.52 -4.21 -2.94 -0.38
C 4.06 -5.49 -3.13 -0.61
C 3.71 -6.53 -2.27 -0.43
C 2.80 -6.30 -1.23 -0.69
C 2.24 -5.03 -1.05 -0.22
N -0.18 -1.33 -1.63 0.58
C 0.07 -0.55 -0.55 -0.71
C -0.31 0.75 -0.50 -0.87
C -0.54 1.39 0.91 2.19
C -1.26 2.77 0.84 0.04
C -0.97 3.61 1.93 -0.84
C -1.58 4.83 2.09 -0.56
C -2.35 5.29 1.01 -0.48
N -2.73 6.65 0.93 0.95
O -3.13 7.08 -0.18 -0.56
O -2.65 7.38 1.93 -0.57
C -2.65 4.48 -0.10 -0.75
C -2.10 3.21 -0.19 -0.38
C -1.01 -0.92 -2.75 0.36
C -0.39 0.23 -3.57 -1.49
C -2.47 -0.55 -2.43 -1.38
H -1.36 -3.33 -5.18 0.38
H -2.68 -2.20 -4.73 0.29
H -1.20 -1.57 -5.51 0.33
H 0.10 -3.30 -0.92 0.18
H 2.28 -1.97 -2.59 0.30
H 2.33 -2.15 -0.81 0.36
H 3.76 -3.38 -3.62 0.32
H 4.75 -5.66 -3.96 0.38
H 4.15 -7.52 -2.39 0.37
H 2.51 -7.10 -0.55 0.37
H 1.50 -4.84 -0.27 0.30
H 0.71 -0.97 0.24 0.65
H -0.76 1.21 -1.40 -0.14
H -1.00 0.59 1.47 0.59
H -0.20 3.37 2.70 0.47
H -1.45 5.44 3.00 0.52
H -3.27 4.84 -0.93 0.49
H -2.25 2.59 -1.05 0.51
H 0.56 -0.07 -4.03 0.37
H -1.12 0.54 -4.34 0.48
H -0.18 1.10 -2.95 0.37
H -3.05 -1.44 -2.15 0.40
H -2.55 0.18 -1.62 0.14
H -2.91 -0.11 -3.34 0.44
C -2.08 1.08 3.57 -1.42
C -0.67 0.67 4.04 0.95
C -0.48 1.26 5.44 -1.64
C -0.60 -0.86 4.11 -1.40
N 0.51 1.17 3.13 1.03
C 0.52 1.57 1.83 -1.22
N 1.73 2.01 1.51 0.46
C 2.05 2.84 0.36 -0.62
C 2.53 1.97 2.62 -1.12
C 1.79 1.49 3.65 -0.04
H -2.45 0.55 2.67 0.32
H -2.75 0.75 4.40 0.57
H -2.24 2.17 3.48 0.28
H 0.51 0.99 5.84 0.43
H -0.63 2.35 5.42 0.37
H -1.24 0.81 6.10 0.44
H 0.34 -1.16 4.58 0.37
H -1.44 -1.20 4.75 0.42
H -0.70 -1.32 3.12 0.24
H 1.30 3.64 0.28 0.30
H 3.02 3.28 0.65 0.39
H 2.11 2.28 -0.58 0.16
H 3.54 2.32 2.54 0.53
H 2.16 1.39 4.69 0.39

---

No. 2
80
Properties=species:S:1:pos:R:3:mulliken_charge:R:1 method="wB97M-V/def2-TZVPD" de_lowest_kj_mol=22.10 largest_force_ha_per_bohr=0.04970 total_charge=+2
Y 0.01 0.06 0.24 1.56
C 1.84 2.60 -4.52 -1.03
N 1.81 2.49 -3.05 0.11
C 2.55 3.52 -2.30 -0.99
C 1.17 1.52 -2.44 0.90
O 1.16 1.39 -1.19 -0.76
C 0.37 0.50 -3.24 -1.15
O -0.64 -0.04 -2.40 -0.31
C -1.93 0.52 -2.60 -0.88
C -2.73 0.32 -1.33 0.69
O -2.14 -0.15 -0.32 -0.68
N -3.99 0.67 -1.32 0.18
C -4.81 0.51 -0.11 -0.98
C -4.67 1.12 -2.55 -0.93
H 2.75 3.12 -4.80 0.35
H 0.99 3.18 -4.89 0.32
H 1.86 1.63 -4.99 0.43
H 3.61 3.46 -2.54 0.35
H 2.41 3.37 -1.24 0.30
H 2.17 4.50 -2.59 0.37
H 1.03 -0.31 -3.53 0.47
H -0.06 0.93 -4.15 0.63
H -2.42 0.04 -3.45 0.54
H -1.86 1.59 -2.81 0.53
H -4.18 0.36 0.75 0.29
H -5.48 -0.35 -0.23 0.36
H -5.41 1.41 0.02 0.36
H -4.05 1.79 -3.13 0.38
H -5.56 1.67 -2.25 0.30
H -4.97 0.27 -3.16 0.34
C 4.34 0.20 4.10 -0.32
O 3.26 0.26 5.04 -0.31
C 2.98 -0.92 5.67 0.37
C 3.32 -1.03 7.01 -0.53
C 3.05 -2.19 7.72 -0.57
C 2.41 -3.25 7.09 -0.70
C 2.03 -3.13 5.76 -0.81
C 2.30 -1.96 5.04 0.31
N 1.91 -1.96 3.67 0.36
C 1.27 -1.02 2.95 0.30
N 0.84 0.07 3.59 0.23
C 0.23 1.29 3.14 -0.75
C -0.22 1.54 1.85 0.96
C -0.80 2.79 1.60 -0.77
C -0.91 3.75 2.59 -1.33
C -0.47 3.47 3.89 -0.37
C 0.09 2.24 4.17 0.74
O 0.52 1.85 5.39 -0.44
C 0.48 2.79 6.46 -1.04
N 1.03 -1.21 1.64 -0.17
C 1.45 -2.35 0.89 0.49
C 0.48 -2.99 0.11 -0.49
C 0.79 -4.07 -0.71 -1.30
C 2.09 -4.52 -0.75 -0.83
C 3.09 -3.87 -0.03 -0.72
C 2.79 -2.77 0.76 0.47
O 3.72 -2.05 1.43 -0.22
C 5.09 -2.47 1.32 -1.10
H 4.50 1.21 3.74 0.33
H 4.10 -0.46 3.26 -0.19
H 5.25 -0.16 4.59 0.32
H 3.83 -0.19 7.47 0.49
H 3.34 -2.27 8.76 0.44
H 2.19 -4.16 7.63 0.42
H 1.50 -3.94 5.27 0.49
H 2.01 -2.84 3.20 0.35
H 1.09 0.11 4.57 0.16
H -1.16 3.04 0.61 0.32
H -1.35 4.72 2.38 0.42
H -0.57 4.21 4.66 0.47
H 0.89 2.29 7.33 0.27
H -0.55 3.09 6.66 0.39
H 1.08 3.67 6.22 0.43
H -0.55 -2.66 0.20 0.85
H 0.01 -4.56 -1.28 0.47
H 2.35 -5.38 -1.36 0.44
H 4.10 -4.23 -0.10 0.50
H 5.66 -1.76 1.91 0.26
H 5.43 -2.43 0.28 0.39
H 5.22 -3.47 1.72 0.44

---

No. 3
77
Properties=species:S:1:pos:R:3:mulliken_charge:R:1 method="wB97M-V/def2-TZVPD" de_lowest_kj_mol=714.98 largest_force_ha_per_bohr=0.09270
C -3.81 -0.85 3.28 -1.28
C -3.48 -1.19 1.79 0.24
C -4.36 -2.34 1.36 -1.39
N -2.11 -1.67 1.55 0.79
N -1.92 -2.93 2.05 -0.99
N -0.61 -3.05 2.13 0.88
C -0.13 -4.42 2.45 0.35
C -0.53 -5.32 1.30 -1.35
C -0.76 -4.89 3.75 -1.28
C 0.03 -1.93 1.70 -0.44
C 1.46 -1.86 1.97 0.14
C 2.06 -1.86 3.27 -0.13
C 3.45 -1.86 3.40 -0.74
C 4.26 -1.78 2.25 -0.32
C 3.69 -1.72 0.96 -0.79
C 2.30 -1.72 0.84 -0.17
C -0.90 -0.96 1.38 1.13
C -0.76 0.50 1.15 -1.85
H -4.88 -0.58 3.38 0.42
H -3.65 -1.73 3.95 0.27
H -3.23 0.01 3.66 0.32
H -3.67 -0.28 1.21 0.28
H -5.42 -2.11 1.47 0.45
H -4.16 -2.56 0.31 0.36
H -4.12 -3.23 1.94 0.31
H 0.95 -4.36 2.55 0.22
H -0.24 -6.36 1.51 0.44
H -1.62 -5.27 1.16 0.33
H -0.04 -5.01 0.37 0.32
H -0.53 -5.96 3.89 0.42
H -0.37 -4.34 4.61 0.31
H -1.84 -4.76 3.71 0.30
H 1.42 -1.93 4.14 0.48
H 3.92 -1.91 4.38 0.41
H 5.36 -1.78 2.35 0.34
H 4.31 -1.69 0.06 0.42
H 1.80 -1.72 -0.13 0.32
H 0.21 0.82 1.57 0.36
H -1.62 0.91 1.79 0.55
C 4.00 -1.17 -4.38 -0.95
N 2.69 -0.53 -4.44 0.33
C 2.15 -0.44 -5.79 -1.02
C 2.04 -0.04 -3.30 -0.30
C 2.45 1.18 -2.70 -0.29
C 1.68 1.76 -1.69 -0.65
C 0.47 1.15 -1.21 1.03
C -0.52 1.88 -0.38 0.27
C -0.54 3.32 -0.61 -0.89
C -1.21 4.09 0.43 0.16
O -1.58 3.61 1.51 -0.74
N -1.48 5.45 0.19 0.03
C -2.05 6.19 1.28 -1.09
C -1.20 6.12 -1.00 0.67
O -1.44 7.32 -1.16 -0.69
N -0.62 5.35 -2.01 0.10
C -0.48 6.04 -3.27 -1.10
C -0.51 3.93 -1.97 0.71
O -0.43 3.33 -3.06 -0.69
C 0.24 -0.16 -1.65 -0.77
C 0.95 -0.72 -2.72 -0.24
H 4.36 -1.21 -3.35 0.22
H 3.96 -2.21 -4.78 0.31
H 4.75 -0.63 -5.00 0.31
H 1.21 0.13 -5.76 0.29
H 2.86 0.07 -6.47 0.32
H 1.96 -1.44 -6.22 0.31
H 3.29 1.74 -3.12 0.44
H 1.96 2.75 -1.29 0.48
H -1.63 1.48 -0.09 0.04
H -2.25 7.20 0.91 0.37
H -2.97 5.69 1.62 0.31
H -1.34 6.21 2.12 0.29
H 0.07 5.40 -3.96 0.35
H -1.48 6.26 -3.69 0.32
H 0.06 6.99 -3.09 0.33
H -0.57 -0.73 -1.21 0.60
H 0.66 -1.68 -3.15 0.41

---

No. 4
83
Properties=species:S:1:pos:R:3:mulliken_charge:R:1 method="wB97M-V/def2-TZVPD" largest_force_ha_per_bohr=0.01815 e_tot_ha=-3858.52655
Sr -0.73 -0.30 -0.24 1.55
C 2.60 -1.33 -3.24 -1.04
N 2.47 -1.46 -1.79 0.14
C 1.44 -2.42 -1.43 -1.38
C 2.71 -0.36 -1.00 0.14
N 1.82 -0.05 -0.10 0.77
C 2.08 0.80 1.02 -1.38
C 3.24 0.61 1.78 -0.23
C 3.52 1.36 2.90 -0.63
C 2.62 2.33 3.31 -0.91
C 1.44 2.51 2.61 -0.11
C 1.13 1.76 1.47 -0.45
N -0.17 1.90 0.88 0.65
C -0.74 3.06 0.71 0.29
N -0.04 4.20 0.41 0.46
C -0.48 5.52 0.81 -1.30
C 1.22 4.10 -0.29 -0.87
N -2.09 3.16 0.79 0.11
C -2.85 3.87 -0.24 -0.95
C -2.87 2.18 1.53 -1.07
N 3.87 0.31 -1.24 0.38
C 4.01 1.73 -1.00 -0.96
C 5.09 -0.37 -1.65 -1.29
H 2.92 -2.28 -3.67 0.29
H 3.34 -0.57 -3.50 0.40
H 1.64 -1.04 -3.68 0.27
H 1.71 -3.39 -1.85 0.42
H 0.46 -2.16 -1.85 0.42
H 1.38 -2.53 -0.35 0.36
H 3.92 -0.16 1.45 0.52
H 4.44 1.19 3.45 0.43
H 2.82 2.93 4.19 0.42
H 0.71 3.23 2.95 0.47
H -1.36 5.43 1.45 0.38
H -0.74 6.14 -0.05 0.38
H 0.31 6.01 1.37 0.39
H 1.24 3.19 -0.88 0.01
H 2.08 4.11 0.39 0.28
H 1.30 4.95 -0.98 0.52
H -2.18 4.48 -0.84 0.40
H -3.61 4.51 0.22 0.29
H -3.35 3.15 -0.89 0.20
H -2.26 1.78 2.34 0.26
H -3.22 1.36 0.89 0.31
H -3.73 2.69 1.97 0.35
H 3.03 2.20 -0.97 0.12
H 4.57 2.17 -1.83 0.45
H 4.53 1.95 -0.07 0.31
H 4.91 -1.44 -1.72 0.39
H 5.88 -0.19 -0.92 0.36
H 5.43 0.00 -2.62 0.39
Cl -4.18 1.97 -5.87 -0.22
C -3.84 1.27 -4.32 0.29
C -4.85 1.08 -3.40 0.32
Cl -6.48 1.53 -3.77 -0.23
C -4.55 0.52 -2.16 0.39
Cl -5.79 0.29 -0.96 -0.23
C -3.25 0.14 -1.80 -0.39
O -2.99 -0.37 -0.61 -0.40
C -2.19 0.34 -2.76 -0.26
O -0.95 0.02 -2.45 -0.94
C -2.53 0.90 -3.99 0.19
Cl -1.24 1.14 -5.13 -0.23
C -3.33 -3.29 1.06 -1.36
P -1.57 -2.90 1.31 0.94
C -1.60 -2.12 2.96 -1.39
C -0.78 -4.52 1.58 0.43
C -0.78 -5.44 0.53 -0.58
C -0.14 -6.66 0.67 -0.71
C 0.53 -6.98 1.85 -0.46
C 0.54 -6.06 2.89 -0.63
C -0.11 -4.85 2.76 -0.29
H -3.44 -3.90 0.16 0.38
H -3.87 -2.36 0.88 0.33
H -3.74 -3.84 1.91 0.44
H -2.03 -2.77 3.73 0.44
H -2.24 -1.23 2.91 0.35
H -0.61 -1.80 3.29 0.38
H -1.28 -5.22 -0.40 0.31
H -0.16 -7.37 -0.15 0.39
H 1.03 -7.93 1.95 0.38
H 1.06 -6.30 3.81 0.38
H -0.09 -4.15 3.59 0.29

---

No. 5
78
Properties=species:S:1:pos:R:3:mulliken_spin:R:1 method="wB97M-V/def2-TZVPD" spin_multiplicity=3 de_lowest_kj_mol=0.00 largest_force_ha_per_bohr=0.01107 total_charge=+3
Mo -0.54 0.01 -0.10 1.80
C -0.09 -2.94 -0.99 0.00
C 1.33 -2.43 -0.88 0.02
O 1.28 -0.97 -0.92 0.01
C 1.75 -0.31 -2.13 0.01
C 0.56 -0.11 -3.03 0.00
O -0.53 0.40 -2.20 -0.02
C -1.09 1.71 -2.51 0.02
C -0.40 2.71 -1.63 0.01
O -0.49 2.17 -0.28 -0.06
C 0.16 2.95 0.76 0.01
C 1.52 2.33 0.98 0.02
O 1.35 0.89 1.01 0.00
C 1.55 0.26 2.30 0.02
C 0.20 0.10 2.95 0.00
O -0.64 -0.58 1.97 0.00
C -0.78 -2.02 2.23 0.01
C -1.54 -2.58 1.06 0.01
O -0.90 -2.07 -0.16 -0.03
H -0.18 -3.97 -0.65 0.00
H -0.49 -2.86 -1.99 -0.01
H 1.96 -2.80 -1.68 0.00
H 1.79 -2.69 0.08 0.00
H 2.54 -0.89 -2.59 0.00
H 2.17 0.64 -1.79 -0.01
H 0.20 -1.05 -3.46 0.00
H 0.76 0.58 -3.84 0.00
H -2.16 1.64 -2.27 -0.01
H -0.97 1.93 -3.57 0.00
H -0.91 3.68 -1.65 0.00
H 0.66 2.85 -1.89 0.00
H -0.49 2.87 1.63 0.00
H 0.21 3.99 0.46 0.00
H 1.98 2.69 1.90 0.00
H 2.20 2.55 0.15 0.00
H 2.25 0.83 2.91 0.00
H 2.01 -0.71 2.09 0.00
H -0.28 1.06 3.15 -0.01
H 0.22 -0.48 3.87 0.00
H -1.34 -2.15 3.15 0.00
H 0.22 -2.45 2.33 -0.01
H -2.56 -2.22 1.04 0.00
H -1.53 -3.67 1.04 0.00
O -2.30 0.18 -0.20 0.25
Si -4.07 0.02 -0.15 -0.03
C -4.65 1.73 -0.54 0.00
C -5.93 1.88 -1.09 0.00
C -6.45 3.14 -1.34 0.00
C -5.71 4.27 -1.04 0.00
C -4.44 4.14 -0.48 0.00
C -3.92 2.88 -0.23 0.00
C -4.43 -0.58 1.57 0.01
C -5.38 -1.58 1.79 0.00
C -5.71 -1.97 3.09 0.00
C -5.10 -1.36 4.17 0.00
C -4.17 -0.34 3.97 0.00
C -3.84 0.04 2.68 0.00
C -4.36 -1.21 -1.49 0.00
C -4.63 -0.76 -2.79 0.00
C -4.78 -1.65 -3.84 0.00
C -4.66 -3.02 -3.62 0.00
C -4.38 -3.49 -2.34 0.00
C -4.23 -2.60 -1.29 0.00
H -6.53 1.00 -1.33 0.00
H -7.44 3.24 -1.76 0.00
H -6.12 5.25 -1.23 0.00
H -3.88 5.03 -0.23 0.00
H -2.95 2.80 0.23 0.00
H -5.88 -2.06 0.96 0.00
H -6.45 -2.74 3.25 0.00
H -5.37 -1.65 5.18 0.00
H -3.73 0.16 4.82 0.00
H -3.15 0.87 2.54 -0.01
H -4.76 0.30 -2.97 0.00
H -5.02 -1.29 -4.83 0.00
H -4.80 -3.71 -4.43 0.00
H -4.31 -4.55 -2.16 0.00
H -4.04 -2.99 -0.30 0.00

---

No. 6
77
Properties=species:S:1:pos:R:3:mulliken_charge:R:1 method="wB97M-V/def2-TZVPD" de_lowest_kj_mol=344.68 largest_force_ha_per_bohr=0.02708
Tl 0.90 1.10 0.93 0.52
C -3.65 0.83 2.41 -1.65
C -1.95 -0.77 1.33 -1.38
C -3.00 -1.89 1.40 -0.85
C -1.70 -3.68 0.28 -1.33
C -0.52 -3.53 0.94 1.35
C 0.24 -4.73 1.12 -1.32
C 1.47 -4.73 1.69 -0.72
C 2.08 -3.50 2.00 -0.69
C 1.47 -2.30 1.77 0.39
S 2.46 -0.91 2.04 -0.39
C 0.05 -2.24 1.39 0.13
N -0.54 -1.09 1.47 0.50
H -4.46 0.47 3.05 0.16
H -3.98 0.78 1.37 0.45
H -3.47 1.88 2.65 0.55
H -3.98 -1.39 1.27 1.03
H -1.91 -4.67 -0.12 0.37
H -0.21 -5.66 0.80 0.35
H 2.02 -5.64 1.86 0.39
H 3.09 -3.49 2.39 0.44
C 2.67 4.07 -0.85 -1.42
P 1.64 2.82 -1.74 1.19
C 0.74 3.93 -2.92 -1.45
C 2.90 2.10 -2.86 0.09
C 3.73 2.85 -3.68 -0.43
C 4.62 2.23 -4.53 -0.80
C 4.68 0.85 -4.59 -0.78
C 3.86 0.09 -3.76 -0.72
C 2.98 0.70 -2.89 -0.08
P 1.90 -0.23 -1.72 1.28
C 3.02 -1.61 -1.25 -1.40
C 0.84 -1.12 -2.94 -1.26
H 3.41 3.53 -0.26 0.34
H 2.02 4.62 -0.18 0.44
H 3.17 4.76 -1.53 0.41
H 0.14 4.62 -2.32 0.41
H 0.08 3.32 -3.52 0.26
H 1.42 4.50 -3.56 0.45
H 3.69 3.93 -3.64 0.29
H 5.27 2.82 -5.16 0.39
H 5.35 0.36 -5.27 0.39
H 3.93 -0.99 -3.81 0.30
H 3.82 -1.21 -0.63 0.39
H 3.44 -2.14 -2.10 0.50
H 2.45 -2.31 -0.64 0.23
H 0.25 -1.86 -2.39 0.28
H 1.44 -1.63 -3.70 0.54
H 0.17 -0.40 -3.41 0.24
C -2.06 1.73 5.06 -1.23
As -0.99 1.21 3.46 0.51
C 0.15 -0.01 4.47 -0.77
C -2.36 0.00 2.62 2.38
C -2.64 -1.19 3.52 -0.74
C -2.93 -2.29 2.84 -1.85
C -2.80 -2.69 0.13 -0.01
C -2.43 -1.55 -0.79 -1.13
C -2.07 -0.42 -0.15 -0.56
As -1.36 1.09 -1.15 1.37
C -2.65 0.98 -2.67 -1.55
C -2.31 2.57 -0.26 -1.03
H -2.35 0.87 5.65 0.33
H -2.95 2.30 4.81 0.35
H -1.42 2.37 5.68 0.45
H -0.42 -0.85 4.86 0.29
H 0.59 0.54 5.31 0.48
H 0.96 -0.39 3.85 -0.03
H -2.61 -1.11 4.59 0.55
H -3.16 -3.27 3.22 0.49
H -3.71 -3.20 -0.19 0.79
H -2.46 -1.67 -1.86 0.39
H -2.37 0.20 -3.37 0.37
H -2.63 1.93 -3.20 0.41
H -3.66 0.79 -2.31 0.43
H -3.39 2.44 -0.30 0.38
H -2.06 3.50 -0.78 0.46
H -1.99 2.66 0.78 0.11